{
  "formula": "C60H50N5O2PdSSiTe",
  "method": "wB97M-V/def2-TZVPD",
  "symbols": ["Pd", "S", "C", "N", "N", "C", "C", "C", "C", "C", "C", "N", "N", "C", "C", "C", "C", "C", "C", "H", "H", "H", "H", "H", "H", "H", "H", "H", "H", "H", "C", "C", "C", "C", "C", "O", "C", "C", "C", "C", "C", "C", "C", "O", "C", "C", "C", "N", "C", "C", "Te", "C", "C", "C", "C", "C", "C", "C", "C", "C", "C", "C", "C", "H", "H", "H", "H", "H", "H", "H", "H", "H", "H", "H", "H", "H", "H", "H", "H", "H", "H", "H", "H", "H", "H", "H", "H", "C", "C", "C", "C", "C", "C", "Si", "C", "C", "C", "C", "C", "C", "C", "C", "C", "C", "C", "C", "H", "H", "H", "H", "H", "H", "H", "H", "H", "H", "H", "H", "H", "H", "H"],
  "coordinates": [[1.16668, -0.32632, 0.06996], [2.37198, -2.24267, -0.15746], [1.60546, -3.18072, 1.10015], [1.66613, -4.47101, 1.00409], [1.34200, -5.22010, 2.11837], [1.77130, -5.02825, 3.42022], [2.92192, -4.28592, 3.71277], [3.34349, -4.14146, 5.02207], [2.63739, -4.72357, 6.06981], [1.51128, -5.48072, 5.77917], [1.08454, -5.64164, 4.47016], [1.00964, -2.59113, 2.21709], [0.67902, -1.39965, 2.14692], [0.31417, -0.85585, 3.40997], [0.76394, -1.39254, 4.61835], [0.42552, -0.78089, 5.81153], [-0.35946, 0.36795, 5.81941], [-0.82796, 0.88474, 4.61979], [-0.49704, 0.27077, 3.42363], [0.84960, -6.06544, 1.89804], [3.48541, -3.84035, 2.90258], [4.23923, -3.56758, 5.22733], [2.96348, -4.59137, 7.09319], [0.95104, -5.94446, 6.58194], [0.20166, -6.23231, 4.25292], [1.38372, -2.27832, 4.60552], [0.78966, -1.19699, 6.74256], [-0.59912, 0.85954, 6.75379], [-1.45394, 1.76848, 4.60351], [-0.87525, 0.65229, 2.48667], [-2.88919, 5.38728, 2.82901], [-1.98337, 4.36393, 2.18847], [-0.61794, 4.55100, 2.09918], [0.23569, 3.62761, 1.50480], [1.68562, 3.98772, 1.58073], [2.01408, 5.16064, 1.67021], [2.76716, 2.95147, 1.63906], [2.61878, 1.77648, 2.36241], [3.63619, 0.83680, 2.38787], [4.81978, 1.07650, 1.70032], [5.00128, 2.28138, 1.03839], [3.98259, 3.22195, 1.02332], [-0.28309, 2.44464, 0.87117], [0.51391, 1.73364, 0.16075], [-1.70619, 2.21830, 1.03275], [-2.49039, 3.18447, 1.66546], [-2.39477, 0.98447, 0.60296], [-1.77678, -0.11184, 0.40004], [-2.50266, -1.32072, 0.03822], [-1.66168, -2.19829, -0.87649], [-2.79875, -3.84392, -1.64455], [-4.08454, -2.63237, -2.82116], [-3.75836, -2.37011, -4.14872], [-4.58522, -1.57392, -4.92956], [-5.73636, -1.02239, -4.38494], [-6.06635, -1.27973, -3.06172], [-5.24700, -2.08698, -2.28325], [-3.89397, 1.09665, 0.44264], [-4.76699, 0.49290, 1.34076], [-6.13954, 0.58027, 1.15313], [-6.65153, 1.26187, 0.05785], [-5.78449, 1.88417, -0.82964], [-4.41380, 1.80938, -0.62996], [-2.30344, 6.16259, 3.32296], [-3.54586, 4.92854, 3.57206], [-3.52773, 5.86995, 2.08468], [-0.16788, 5.43589, 2.53551], [1.71982, 1.62038, 2.93825], [3.53479, -0.05589, 2.99230], [5.60564, 0.33120, 1.70884], [5.93874, 2.49240, 0.53895], [4.11625, 4.17714, 0.53365], [-3.55199, 2.99930, 1.77483], [-3.45772, -1.10143, -0.44587], [-2.72052, -1.87441, 0.95798], [-0.82353, -2.65483, -0.35106], [-1.28547, -1.63314, -1.72741], [-2.85831, -2.79451, -4.57551], [-4.31912, -1.37392, -5.95986], [-6.37709, -0.39547, -4.99293], [-6.96144, -0.84924, -2.63019], [-5.52092, -2.29556, -1.25623], [-4.36768, -0.03915, 2.19702], [-6.81008, 0.10987, 1.86199], [-7.72160, 1.30337, -0.10456], [-6.17635, 2.43176, -1.67823], [-3.73356, 2.31316, -1.29999], [3.68475, -3.52607, -4.50744], [4.43413, -2.87831, -3.53501], [3.88585, -1.81520, -2.83320], [2.58889, -1.35675, -3.09054], [1.85312, -2.02914, -4.06696], [2.39059, -3.10078, -4.76892], [1.86987, 0.11717, -2.11716], [3.08365, 1.57082, -2.33852], [4.27284, 1.47973, -3.06452], [5.03282, 2.60918, -3.34909], [4.61129, 3.85722, -2.91463], [3.43340, 3.96734, -2.18714], [2.67923, 2.83785, -1.90562], [0.53179, 0.73510, -3.34236], [0.94969, 0.99547, -4.65331], [0.06596, 1.43252, -5.62483], [-1.26936, 1.62333, -5.30662], [-1.70175, 1.39578, -4.01085], [-0.80414, 0.96484, -3.03399], [4.10599, -4.36172, -5.05378], [5.44515, -3.20420, -3.32081], [4.47318, -1.33465, -2.05680], [0.84283, -1.70835, -4.29373], [1.79812, -3.60206, -5.52540], [4.60895, 0.51731, -3.42967], [5.94542, 2.51753, -3.92678], [5.18807, 4.74291, -3.15501], [3.09664, 4.93825, -1.84160], [1.75483, 2.93274, -1.34689], [1.99252, 0.84605, -4.91507], [0.41601, 1.61980, -6.63352], [-1.97126, 1.95494, -6.06331], [-2.74183, 1.54311, -3.76840], [-1.13975, 0.81248, -2.01928]],
  "forces_ev_per_a": [[0.28, 0.25, -0.64], [-0.53, 0.04, 0.24], [0.17, -0.29, -1.00], [0.14, 0.13, 0.20], [-0.47, 0.09, 0.17], [0.17, -0.06, -0.05], [0.04, -0.01, -0.02], [-0.03, -0.01, -0.02], [0.00, 0.00, 0.04], [0.06, 0.00, -0.01], [-0.04, -0.01, -0.01], [-0.10, 0.04, 0.97], [0.73, -0.02, -0.32], [-0.62, 0.21, 0.51], [0.11, -0.16, -0.23], [0.00, 0.10, 0.05], [0.02, -0.05, -0.08], [-0.07, -0.01, 0.08], [0.01, 0.02, -0.29], [0.11, -0.06, -0.04], [-0.03, 0.05, 0.02], [-0.01, 0.01, -0.01], [0.00, -0.01, -0.01], [-0.01, -0.02, -0.01], [-0.02, 0.05, 0.00], [0.03, -0.01, 0.02], [0.01, 0.00, -0.01], [-0.01, -0.02, 0.01], [0.02, 0.02, -0.01], [0.15, -0.05, 0.10], [0.04, -0.12, -0.06], [-0.17, 0.05, 0.06], [0.15, -0.02, 0.12], [-0.16, -0.05, 0.11], [0.02, 0.06, 0.01], [0.01, 0.02, -0.13], [-0.05, -0.04, -0.02], [0.01, -0.06, -0.03], [0.15, 0.13, 0.21], [-0.04, -0.05, 0.08], [-0.01, 0.03, -0.01], [0.02, 0.06, -0.01], [0.29, 0.24, -0.04], [-0.30, -0.33, 0.16], [0.20, 0.10, -0.07], [0.16, -0.01, 0.01], [-0.24, -0.04, -0.22], [0.14, -0.01, 0.09], [0.04, 0.08, -0.02], [-0.09, 0.00, 0.05], [-0.07, 0.09, -0.05], [0.12, -0.11, 0.09], [-0.02, -0.02, -0.03], [0.03, 0.06, 0.02], [0.00, -0.02, 0.00], [0.00, 0.02, -0.01], [-0.06, -0.01, -0.01], [0.09, -0.09, 0.02], [0.02, -0.01, 0.01], [0.00, -0.05, 0.01], [0.00, -0.01, -0.02], [-0.01, 0.00, -0.02], [-0.07, -0.04, 0.01], [-0.03, 0.01, 0.01], [0.00, 0.03, 0.02], [0.00, 0.03, 0.02], [0.02, 0.01, -0.06], [-0.22, -0.12, -0.05], [-0.10, -0.10, -0.11], [0.01, 0.01, -0.02], [-0.02, -0.01, -0.05], [-0.01, -0.06, -0.05], [-0.03, 0.00, -0.03], [-0.05, 0.01, 0.01], [-0.05, -0.04, -0.02], [0.11, 0.09, -0.07], [0.08, -0.04, -0.01], [0.01, 0.03, 0.02], [0.00, 0.00, 0.00], [0.01, 0.00, 0.01], [0.00, 0.00, 0.01], [0.04, 0.02, 0.01], [0.01, -0.03, -0.03], [0.01, -0.01, -0.01], [0.01, 0.05, 0.03], [0.01, -0.02, 0.00], [0.09, 0.05, -0.14], [0.00, 0.00, -0.01], [0.01, 0.03, 0.01], [-0.01, 0.02, -0.07], [0.15, 0.15, 0.12], [0.01, -0.02, 0.01], [0.01, -0.02, 0.02], [-0.22, 0.11, -0.13], [0.04, -0.17, 0.16], [0.03, 0.03, 0.08], [-0.03, 0.03, 0.00], [0.00, 0.01, 0.00], [-0.06, 0.00, -0.06], [0.03, 0.02, -0.05], [0.00, -0.04, 0.26], [0.06, -0.03, 0.04], [0.14, -0.02, -0.07], [-0.18, 0.03, 0.04], [0.15, -0.07, 0.04], [-0.09, 0.01, -0.18], [0.00, 0.01, 0.00], [-0.01, -0.02, 0.02], [0.03, -0.03, -0.03], [0.01, -0.01, 0.01], [-0.01, -0.01, 0.02], [0.01, 0.02, -0.03], [0.01, -0.02, 0.01], [0.02, -0.01, 0.03], [-0.01, 0.00, 0.00], [0.02, 0.00, 0.02], [-0.02, 0.01, -0.02], [0.02, 0.00, 0.01], [0.01, 0.00, 0.01], [-0.21, 0.03, 0.12], [-0.09, -0.04, 0.18]],
  "homo_energy_ha": -0.175,
  "homo_lumo_gap_ev": 6.1,
  "de_lowest_kcal_mol": 16.6,
  "energy_ha": -3824.3138,
  "total_charge": -1
}